Entry 1:
ORCA calculation (ωB97M-V/def2-TZVPD) on an isolated molecule of C3H7NOS.

Geometry as XYZ:
```
13
Properties=species:S:1:pos:R:3:forces:R:3:lowdin_charge:R:1
C -0.61271 -0.54465 -0.34003 0.05 0.29 0.13 -0.257
C -0.97480 0.87812 0.12278 -0.50 -0.55 -0.12 -0.368
C 0.48625 -1.08420 0.56827 0.26 0.46 -0.24 -0.395
N 0.11483 1.78771 0.11425 1.18 -0.15 0.42 0.000
O 2.50784 -0.20005 -0.89123 0.55 -0.19 -1.22 -0.554
S 1.95929 0.00513 0.44372 -1.65 0.43 1.01 0.933
H -1.49027 -1.19293 -0.30689 -0.01 -0.02 -0.02 0.109
H -0.24272 -0.51559 -1.36802 -0.05 -0.04 -0.02 0.105
H -1.77647 1.24543 -0.53694 0.03 0.06 0.09 0.120
H -1.36653 0.83251 1.14604 -0.10 -0.04 -0.13 0.104
H 0.17760 -1.06474 1.61255 0.02 -0.05 0.12 0.081
H 0.77639 -2.09270 0.27484 0.20 0.01 0.09 0.085
H 0.44132 1.94597 -0.83935 0.02 -0.21 -0.14 0.037
```
Forces are in eV/Å.

Summary:
F_max in eV Å⁻¹: 2.0
Orbital gap (spin up / spin down) in Ha: 0.302 / 0.325
LUMO energy (spin up / spin down) in eV: -0.38 / -0.56
HOMO level (spin up / spin down) in Ha: -0.31655 / -0.34533
Relative energy (zero: lowest compared OMol25 entry of this formula, charge and spin) in kJ/mol: 316.15
E_tot in a.u.: -646.59157

Entry 2:
ORCA calculation (ωB97M-V/def2-TZVPD) on a structure of composition C3H14NOPdS.

Geometry as XYZ:
```
21
Properties=species:S:1:pos:R:3:forces:R:3:lowdin_charge:R:1
C -1.01673 -2.22548 -3.08327 -1.35 -1.70 -0.31 -0.092
Pd -0.30834 -0.54207 -0.68050 -0.92 -1.11 -1.70 0.854
N -2.48071 -0.50140 -0.05073 -0.98 -0.15 -0.10 -0.017
H 1.18518 -0.56717 -1.13898 0.69 -0.30 -0.51 -0.008
H -0.57583 -2.29157 -2.07818 0.35 -0.24 -0.34 -0.065
H -0.39363 -2.71541 -3.84463 0.33 0.38 0.53 0.032
H -1.15655 -1.16775 -3.37290 -0.54 -0.70 0.07 0.017
H -1.92591 -2.96431 -3.04259 1.11 2.07 -0.11 0.073
H -2.81915 0.44919 0.15437 0.26 -0.50 -0.06 0.067
H -2.69819 -1.07020 0.77942 0.22 0.33 -0.38 0.071
H -3.10450 -0.85803 -0.78779 0.28 0.17 0.33 0.063
C 0.73387 2.20156 2.50453 -0.75 0.92 0.77 -0.268
S 0.99169 1.74925 0.75573 3.05 5.42 0.75 0.785
C 2.58495 0.90735 1.06032 1.64 -1.41 -0.70 -0.258
O 0.17502 0.45122 0.88499 -2.22 -3.39 2.95 -0.650
H 1.46202 2.98870 2.79064 -0.40 -0.52 -0.34 0.070
H 0.85978 1.32643 3.17759 -0.12 0.41 -0.66 0.071
H -0.28991 2.61016 2.62763 0.61 -0.26 -0.02 0.059
H 2.47402 0.05807 1.76809 -0.10 0.49 -0.46 0.071
H 2.98852 0.52868 0.09921 -0.32 0.20 0.55 0.047
H 3.31440 1.63280 1.47706 -0.85 -0.13 -0.26 0.078
```
Forces are in eV/Å.

Summary:
F_max in eV Å⁻¹: 6.3
Orbital gap (spin up / spin down) in Ha: 0.218 / 0.279
LUMO energy (spin up / spin down) in eV: -2.96 / -7.21
Spin multiplicity: 5
HOMO level (spin up / spin down) in Ha: -0.32696 / -0.54368
Relative energy (zero: lowest compared OMol25 entry of this formula, charge and spin) in kJ/mol: 0.00
Total charge: +1
E_tot in a.u.: -778.18467

- E_tot of number 1 (C3H7NOS)?
  -646.59157 a.u.

- Which of these has the highest E_tot?
  C3H7NOS

- F_max of number 1 (C3H7NOS)?
  2.0 eV Å⁻¹